1.
# C6H6

C6H6 in the gas phase (ωB97M-V with the def2-TZVPD basis set, the Open Molecules 2025 dataset).

Output
* net charge: 0
* spin multiplicity: 1
* frontier orbital gap: 10.92 eV
* HOMO energy: -9.907 eV

Last column: Mulliken charge in e.
Cartesian coordinates (Å):
C1 -2.17 0.24 -0.63  0.106
C2 -1.15 -0.25 -0.24  -0.858
C3 0.17 -0.44 0.33  0.622
C4 0.16 0.76 1.32  -1.314
C5 1.16 -0.57 -0.78  -0.724
C6 1.82 -0.82 -1.76  0.056
H1 -3.03 0.38 -1.23  0.433
H2 0.27 -1.35 0.94  0.202
H3 -0.07 1.73 0.86  0.355
H4 -0.64 0.59 2.07  0.332
H5 1.13 0.77 1.78  0.393
H6 2.36 -1.03 -2.67  0.397

=====

2.
# C37H38IrN4O2

A molecular structure, C37H38IrN4O2 (ωB97M-V with the def2-TZVPD basis set, the Open Molecules 2025 dataset).

Output
* net charge: -2
* spin multiplicity: 2
* frontier orbital gap (alpha / beta): 3.85 / 4.15 eV
* HOMO energy (alpha / beta): 0.705 / 0.406 eV

Last column: Mulliken spin population.
Cartesian coordinates (Å):
Ir1 -0.30 -0.26 0.33  0.124
C1 2.08 2.40 2.19  -0.001
C2 0.91 1.88 3.05  0.001
C3 -0.48 2.32 2.63  0.001
N1 -1.06 1.60 1.50  -0.026
C4 -2.21 2.01 1.05  -0.014
C5 -2.93 3.12 1.63  0.007
C6 -3.99 3.86 1.17  -0.001
C7 -4.79 3.72 0.04  0.012
C8 -4.76 2.62 -0.81  -0.004
C9 -3.98 1.48 -0.78  0.014
C10 -2.85 1.13 0.02  0.004
N2 -2.32 -0.06 -0.08  -0.016
C11 -3.02 -1.20 -0.60  0.008
C12 -2.54 -2.48 0.11  0.016
C13 -2.05 -2.31 1.55  -0.024
N3 -0.71 -1.76 1.58  -0.009
C14 0.19 -2.07 2.48  0.000
C15 -0.12 -2.77 3.68  -0.017
C16 0.71 -3.34 4.63  0.000
C17 2.09 -3.42 4.69  -0.001
C18 2.98 -2.86 3.75  0.000
C19 2.76 -2.05 2.67  0.008
C20 1.53 -1.51 2.14  0.004
N4 1.51 -0.57 1.23  0.016
C21 2.69 0.24 0.97  0.004
C22 2.33 1.72 0.85  0.007
H1 2.99 2.35 2.80  0.000
H2 1.90 3.47 2.01  -0.001
H3 1.06 2.28 4.06  0.000
H4 0.94 0.80 3.15  -0.001
H5 -0.46 3.40 2.42  -0.001
H6 -1.14 2.19 3.50  -0.001
H7 -2.54 3.45 2.58  0.003
H8 -4.25 4.71 1.81  0.000
H9 -5.53 4.49 -0.16  0.001
H10 -5.48 2.65 -1.63  0.000
H11 -4.18 0.78 -1.57  0.002
H12 -2.84 -1.31 -1.68  -0.004
H13 -4.10 -1.07 -0.43  0.003
H14 -1.71 -2.90 -0.47  0.019
H15 -3.35 -3.22 0.10  -0.003
H16 -2.04 -3.29 2.04  0.003
H17 -2.73 -1.66 2.12  0.001
H18 -1.18 -2.84 3.89  0.000
H19 0.18 -3.81 5.45  0.000
H20 2.52 -3.98 5.51  0.000
H21 4.02 -3.12 3.91  0.001
H22 3.63 -1.82 2.08  -0.005
H23 3.15 -0.10 0.04  0.003
H24 3.41 0.12 1.79  -0.001
H25 1.48 1.83 0.19  -0.003
H26 3.16 2.22 0.35  -0.001
C23 2.72 0.47 -4.28  0.004
C24 2.01 1.08 -3.07  0.016
O1 2.49 0.86 -1.98  -0.003
C25 0.84 1.93 -3.31  -0.016
C26 0.69 2.51 -4.58  0.002
C27 -0.27 3.45 -4.88  0.001
C28 -1.16 3.83 -3.86  -0.001
C29 -1.08 3.27 -2.62  0.003
C30 -0.11 2.25 -2.27  0.004
O2 -0.22 1.71 -1.14  -0.066
H27 3.45 -0.24 -3.90  -0.004
H28 3.24 1.24 -4.86  0.001
H29 2.03 -0.04 -4.95  0.000
H30 1.39 2.23 -5.36  0.000
H31 -0.34 3.87 -5.88  0.000
H32 -1.93 4.57 -4.06  0.000
H33 -1.79 3.53 -1.84  0.001
C31 0.03 -1.36 -1.27  0.454
C32 0.85 -2.49 -1.49  -0.070
C33 1.28 -2.73 -2.84  0.171
C34 2.05 -3.81 -3.21  -0.134
C35 2.43 -4.77 -2.26  0.287
C36 2.00 -4.60 -0.94  -0.153
C37 1.25 -3.51 -0.56  0.259
H34 0.97 -2.00 -3.58  0.039
H35 2.36 -3.92 -4.24  -0.007
H36 3.03 -5.63 -2.55  0.039
H37 2.27 -5.33 -0.19  -0.010
H38 0.94 -3.43 0.47  0.054

=====

3.
# C32H37ClCoN2Si2

A molecular structure, C32H37ClCoN2Si2 at a distorted geometry (ωB97M-V with the def2-TZVPD basis set, the Open Molecules 2025 dataset).

Output
* net charge: 0
* spin multiplicity: 4
* frontier orbital gap (alpha / beta): 4.51 / 6.68 eV
* HOMO energy (alpha / beta): -4.378 / -6.697 eV

Last column: Mulliken spin population.
Cartesian coordinates (Å):
C1 -1.57 -0.35 5.08  -0.012
C2 -2.23 0.16 3.92  0.043
C3 -2.15 -0.83 2.90  0.043
H1 -2.79 1.10 3.86  0.005
C4 -1.44 -1.95 3.41  -0.001
C5 -1.07 -1.66 4.76  0.056
H2 -0.61 -2.36 5.46  0.016
H3 -1.54 0.11 6.06  -0.004
H4 -2.59 -0.76 1.91  -0.014
H5 -1.24 -2.87 2.87  0.001
Co1 -0.35 -0.28 3.55  1.785
Si1 0.61 0.15 0.32  0.168
C6 -0.40 1.69 0.19  -0.014
C7 0.31 2.78 -0.35  0.001
H6 1.40 2.74 -0.42  0.010
C8 -0.37 3.87 -0.89  -0.007
H7 0.17 4.61 -1.48  0.001
C9 -1.75 3.98 -0.68  0.021
H8 -2.30 4.83 -1.12  0.003
C10 -2.42 3.01 0.07  -0.010
H9 -3.49 3.14 0.28  0.000
C11 -1.75 1.87 0.54  0.018
H10 -2.30 1.14 1.14  -0.006
C12 -0.29 -1.43 0.05  -0.058
C13 -1.48 -1.43 -0.69  0.006
H11 -1.99 -0.49 -0.91  -0.008
C14 -2.00 -2.65 -1.16  -0.003
H12 -2.88 -2.62 -1.79  0.001
C15 -1.40 -3.86 -0.81  0.018
H13 -1.81 -4.80 -1.20  0.002
C16 -0.30 -3.86 0.04  -0.001
H14 0.14 -4.81 0.35  0.001
C17 0.24 -2.66 0.50  0.070
H15 1.10 -2.68 1.19  0.008
H16 1.27 0.15 1.65  0.088
Si2 1.88 0.14 -3.05  0.470
C18 1.34 -1.44 -3.89  0.015
C19 0.63 -1.41 -5.11  0.029
H17 0.45 -0.46 -5.63  0.003
C20 0.17 -2.60 -5.70  -0.023
H18 -0.41 -2.56 -6.63  -0.002
C21 0.44 -3.83 -5.08  0.053
H19 0.06 -4.75 -5.52  0.004
C22 1.22 -3.87 -3.93  -0.024
H20 1.48 -4.84 -3.47  -0.002
C23 1.69 -2.69 -3.35  0.042
H21 2.35 -2.74 -2.47  0.016
C24 0.90 1.56 -3.75  0.024
C25 -0.49 1.69 -3.56  0.055
H22 -1.00 1.02 -2.87  -0.008
C26 -1.21 2.66 -4.27  0.008
H23 -2.29 2.75 -4.10  0.000
C27 -0.56 3.48 -5.20  0.037
H24 -1.14 4.20 -5.78  0.004
C28 0.82 3.37 -5.39  -0.010
H25 1.32 4.00 -6.13  0.000
C29 1.55 2.44 -4.65  0.034
H26 2.63 2.32 -4.80  -0.003
H27 3.32 0.45 -3.28  0.005
Cl1 2.42 -0.19 -0.89  0.021
N1 1.47 -0.99 3.92  0.017
C30 2.03 -0.62 5.26  -0.001
C31 1.58 0.78 5.69  -0.008
C32 1.50 1.79 4.56  -0.002
N2 0.23 1.61 3.76  0.046
H28 2.10 -0.69 3.17  -0.002
H29 1.45 -2.01 3.82  -0.004
H30 1.68 -1.36 5.98  0.000
H31 3.12 -0.69 5.21  0.004
H32 0.62 0.72 6.22  0.005
H33 2.31 1.13 6.42  0.003
H34 1.50 2.80 4.97  0.003
H35 2.34 1.72 3.87  0.006
H36 -0.53 2.14 4.21  -0.007
H37 0.29 2.01 2.83  -0.034

=====

4.
# C6H6F2O3

2 unconnected molecules or ions with the total composition C6H6F2O3 at a distorted geometry (ωB97M-V with the def2-TZVPD basis set, the Open Molecules 2025 dataset).

Output
* net charge: 0
* spin multiplicity: 1
* frontier orbital gap: 7.90 eV
* HOMO energy: -7.908 eV

Last column: Mulliken charge in e.
Cartesian coordinates (Å):
C1 2.91 -0.77 -0.39  -0.777
O1 1.72 -0.06 -0.73  -0.322
C2 1.10 0.66 0.23  0.223
O2 1.59 0.67 1.46  -0.540
C3 0.00 1.33 -0.16  0.655
F1 -0.60 1.36 -1.33  -0.254
F2 -0.76 2.05 0.74  -0.285
H1 3.16 -1.05 -1.39  0.274
H2 2.63 -1.46 0.36  0.328
H3 3.76 -0.18 -0.14  0.325
H4 0.86 0.83 2.13  0.349
C4 -3.96 0.33 -0.09  0.153
C5 -3.00 -0.39 -0.05  -0.166
C6 -1.80 -1.20 -0.16  -0.155
O3 -0.99 -1.29 0.72  -0.403
H5 -4.82 1.02 -0.09  0.359
H6 -1.82 -1.86 -1.14  0.236

=====

5.
# C11H20N2O

C11H20N2O in the gas phase at a distorted geometry (ωB97M-V with the def2-TZVPD basis set, the Open Molecules 2025 dataset).

Output
* net charge: 0
* spin multiplicity: 1
* frontier orbital gap (alpha / beta): 5.49 / 8.27 eV
* HOMO energy (alpha / beta): -7.406 / -8.350 eV

Last column: Mulliken charge in e.
Cartesian coordinates (Å):
C1 -0.80 -2.58 0.46  0.011
C2 -1.42 -1.44 0.09  -0.957
C3 1.64 -2.00 0.22  0.395
C4 -3.63 -1.11 -0.14  -1.643
C5 -1.91 0.10 -1.74  -1.360
C6 -2.13 0.77 0.75  -1.361
C7 3.83 0.30 0.74  -1.743
C8 2.49 0.47 -1.48  -1.359
C9 1.64 1.65 0.50  -1.820
C10 -2.29 -0.35 -0.31  2.101
C11 2.34 0.34 0.07  1.430
N1 0.50 -2.79 0.43  -0.068
N2 1.54 -0.72 0.58  -0.384
O1 2.62 -2.62 -0.20  -0.669
H1 -1.35 -3.36 0.91  0.408
H2 -4.55 -0.61 -0.36  0.409
H3 -3.52 -1.93 -1.01  0.320
H4 -3.66 -1.61 0.83  0.373
H5 -2.74 0.59 -2.10  0.492
H6 -1.35 -0.78 -2.28  0.287
H7 -1.12 0.86 -1.64  0.221
H8 -2.56 1.74 0.44  0.392
H9 -1.09 1.03 0.98  0.210
H10 -2.67 0.50 1.73  0.345
H11 4.39 1.20 0.46  0.379
H12 3.85 0.21 1.80  0.429
H13 4.24 -0.57 0.38  0.491
H14 1.47 0.73 -1.76  0.250
H15 2.89 -0.47 -1.81  0.454
H16 3.17 1.34 -1.65  0.355
H17 2.26 2.44 0.29  0.567
H18 0.71 1.68 -0.01  0.258
H19 1.61 1.57 1.54  0.494
H20 0.80 -3.76 0.61  0.291

=====

ΔE to the lowest compared entry with this formula, charge and spin list, top to bottom, in kcal per mole: 100.6; 31.5; 7.4; 0.0; 134.8